{"formula": "C37H50ClN4O3P2S5Ti", "method": "the ωB97M-V functional and the def2-TZVPD basis", "symbols": ["Ti", "C", "C", "C", "P", "C", "C", "C", "C", "C", "C", "C", "C", "C", "C", "N", "C", "C", "C", "C", "C", "C", "C", "P", "C", "C", "C", "C", "C", "C", "H", "H", "H", "H", "H", "H", "H", "H", "H", "H", "H", "H", "H", "H", "H", "H", "H", "H", "H", "H", "H", "H", "H", "H", "H", "H", "H", "H", "H", "H", "H", "H", "H", "H", "H", "H", "H", "H", "H", "H", "O", "C", "S", "C", "C", "S", "S", "S", "Cl", "C", "C", "O", "O", "H", "H", "S", "C", "N", "C", "C", "C", "C", "N", "N", "C", "H", "H", "H", "H", "H", "H", "H", "H"], "positions_angstrom": [[-1.186821, 1.182128, 0.680193], [4.146939, 3.203434, 1.095598], [2.903605, 2.578936, 0.469466], [3.274567, 1.831231, -0.810096], [1.727567, 1.549941, 1.497905], [2.136026, 1.858072, 3.300853], [3.553470, 1.541251, 3.791184], [1.192841, 1.064931, 4.209836], [2.139974, -0.193248, 1.313337], [3.413771, -0.710026, 1.545145], [3.675323, -2.069839, 1.595013], [5.069466, -2.596518, 1.801602], [2.586701, -2.920279, 1.432465], [1.325400, -2.436847, 1.143415], [1.067969, -1.058099, 1.025035], [-0.197201, -0.592119, 0.599727], [-0.845311, -1.594620, -0.213820], [-1.836187, -2.404562, 0.329612], [-2.517912, -3.321835, -0.451137], [-2.215280, -3.470099, -1.798717], [-3.007329, -4.402076, -2.673343], [-1.191528, -2.692098, -2.322373], [-0.489558, -1.754703, -1.564005], [0.806403, -0.644729, -2.259178], [-0.050511, 0.333955, -3.594229], [-1.008643, -0.312658, -4.588928], [1.018982, 1.151107, -4.323065], [1.998349, -1.781461, -3.141552], [1.544606, -2.776262, -4.206820], [2.808404, -2.512744, -2.069748], [4.568973, 3.916152, 0.381640], [4.918913, 2.458893, 1.298201], [3.932086, 3.747537, 2.015515], [2.246409, 3.405312, 0.181347], [4.001652, 1.042360, -0.601524], [3.721722, 2.527200, -1.525412], [2.408982, 1.360706, -1.276223], [1.938567, 2.928012, 3.431130], [3.693030, 0.461429, 3.860745], [3.664106, 1.946218, 4.801023], [4.351696, 1.950145, 3.182811], [1.284813, -0.005262, 4.000095], [0.154508, 1.342548, 4.107391], [1.484988, 1.220384, 5.251738], [4.232318, -0.015671, 1.701136], [5.665942, -1.912112, 2.406796], [5.587157, -2.728457, 0.847690], [5.054608, -3.565628, 2.302441], [2.730608, -3.993608, 1.505464], [0.524376, -3.143893, 0.983260], [-2.080681, -2.304395, 1.377351], [-3.306742, -3.919568, -0.005559], [-2.997029, -5.423530, -2.286423], [-2.609047, -4.419001, -3.687938], [-4.048421, -4.076423, -2.731164], [-0.962842, -2.794022, -3.374277], [-0.633908, 1.035838, -2.989713], [-0.501999, -1.009324, -5.260798], [-1.457995, 0.469372, -5.208445], [-1.826732, -0.831551, -4.094751], [1.620884, 0.519676, -4.983329], [1.690560, 1.651618, -3.620990], [0.545725, 1.918612, -4.939826], [2.666025, -1.054435, -3.620784], [0.933297, -3.567415, -3.770419], [2.420604, -3.257178, -4.654562], [0.978569, -2.306262, -5.009985], [2.184549, -3.249477, -1.558899], [3.190087, -1.826998, -1.310711], [3.652757, -3.043740, -2.520061], [-3.164264, 5.410628, -4.429708], [-2.812113, 4.807147, -3.448523], [-3.879529, 4.400559, -2.097197], [-2.683633, 3.579820, -1.114161], [-1.447687, 3.485234, -1.629112], [-0.112159, 2.745540, -0.776740], [-1.169318, 4.186131, -3.210105], [-3.125600, 2.944105, 0.438691], [0.300582, 4.944667, 3.713467], [-1.010648, 4.343320, 2.637196], [-1.469325, 2.978361, 3.137468], [-1.992251, 2.837523, 4.218181], [-1.091861, 1.968917, 2.386942], [-0.608956, 4.286523, 1.631828], [-1.829146, 5.052253, 2.686026], [-4.317664, -0.289045, -2.667280], [-3.111688, 0.217168, -1.715020], [-2.237801, 0.570259, -1.019632], [-6.381609, -0.946297, 1.308044], [-4.995756, -0.684606, 1.787884], [-4.314595, -1.079050, 2.923526], [-3.027624, -0.529226, 2.807148], [-2.931578, 0.145966, 1.662320], [-4.131894, 0.038512, 1.071383], [-1.894200, -0.666313, 3.762088], [-6.987707, -1.352453, 2.115358], [-6.374469, -1.659368, 0.482209], [-6.849831, -0.029138, 0.949856], [-4.692756, -1.678722, 3.734113], [-4.298109, 0.562241, 0.222271], [-2.085441, -1.494634, 4.444250], [-1.778613, 0.251480, 4.338665], [-0.959955, -0.851728, 3.231205]], "forces_ev_per_angstrom": [[0.524, 0.375, 0.071], [-0.001, -0.001, 0.015], [-0.015, -0.001, -0.021], [-0.002, -0.006, 0.010], [-0.065, -0.085, -0.060], [-0.028, 0.017, -0.011], [0.023, -0.008, -0.016], [0.025, -0.037, 0.012], [0.053, 0.000, 0.012], [0.013, 0.025, -0.004], [-0.010, -0.010, 0.002], [-0.002, -0.004, 0.001], [0.001, 0.010, -0.016], [0.000, -0.015, -0.001], [-0.037, 0.063, -0.006], [-0.115, -0.227, -0.107], [-0.015, -0.025, -0.005], [0.024, 0.004, -0.007], [0.018, -0.013, -0.015], [-0.005, -0.008, 0.020], [-0.002, -0.004, -0.004], [0.001, 0.016, -0.002], [-0.003, -0.013, 0.000], [-0.024, -0.030, -0.018], [-0.011, 0.019, 0.001], [0.011, -0.008, -0.017], [0.011, -0.002, 0.000], [0.002, 0.010, 0.007], [0.010, -0.007, -0.031], [0.017, -0.002, -0.005], [-0.006, 0.003, -0.001], [0.006, 0.000, -0.003], [-0.005, -0.004, 0.007], [0.022, -0.001, 0.001], [0.008, -0.004, -0.001], [-0.001, 0.007, 0.002], [0.017, 0.014, 0.014], [0.040, -0.115, 0.004], [0.003, 0.005, 0.012], [-0.001, 0.003, 0.000], [0.015, 0.003, -0.003], [0.006, -0.004, 0.004], [-0.078, 0.033, -0.018], [0.000, 0.008, -0.009], [-0.002, -0.007, -0.012], [0.001, 0.002, -0.002], [0.000, -0.003, 0.000], [0.002, 0.001, 0.002], [0.001, -0.001, -0.003], [-0.003, -0.001, -0.002], [-0.006, 0.004, 0.010], [-0.001, 0.000, 0.000], [-0.010, 0.003, 0.006], [0.005, -0.008, 0.001], [0.000, 0.007, -0.007], [-0.025, 0.014, 0.006], [0.002, -0.011, -0.016], [-0.031, 0.038, 0.012], [-0.001, 0.001, 0.002], [-0.011, -0.015, 0.012], [0.000, 0.002, -0.001], [-0.004, -0.001, -0.006], [-0.002, -0.001, 0.000], [0.004, -0.014, 0.002], [0.025, -0.001, -0.004], [0.001, 0.003, -0.005], [0.025, -0.029, 0.030], [-0.010, -0.011, 0.011], [0.000, 0.005, 0.002], [0.000, -0.001, 0.002], [0.010, 0.031, 0.015], [-0.021, -0.063, -0.032], [0.014, 0.017, 0.010], [-0.013, 0.007, -0.011], [0.008, -0.006, -0.012], [-0.164, 0.016, -0.029], [0.000, 0.023, 0.011], [0.070, 0.008, 0.044], [-0.104, 0.089, -0.016], [-0.170, -0.036, -0.109], [0.478, -0.233, 0.264], [-0.211, 0.076, -0.067], [-0.233, 0.212, 0.096], [-0.003, -0.014, -0.042], [0.000, 0.041, 0.028], [-0.099, 0.038, 0.111], [0.225, -0.052, -0.253], [-0.060, -0.065, 0.091], [-0.003, 0.002, 0.001], [0.000, 0.000, -0.013], [-0.002, 0.009, 0.020], [-0.033, -0.007, -0.030], [-0.089, -0.063, 0.067], [-0.003, -0.009, -0.013], [0.009, 0.001, -0.007], [0.002, -0.004, 0.001], [0.003, 0.006, -0.005], [-0.003, 0.000, 0.004], [0.001, -0.002, 0.001], [-0.003, 0.005, 0.016], [0.005, -0.001, 0.003], [-0.003, 0.011, 0.009], [0.009, 0.004, -0.003]], "relative_energy_kcal_mol": 0.0, "orbital_gap_ha": 0.250, "energy_ev": -159683.556, "total_charge": -1}